Formula: C36H37FN8Pt
Source: the Open Molecules 2025 dataset
Level of theory: ωB97M-V/def2-TZVPD

The geometry in ORCA input format:
```
! RIJCOSX wB97M-V def2-TZVPD def2/J DEFGRID3
* xyz 0 3
Pt 0.060 -1.051 0.335
F -5.991 -1.295 -0.847
N 2.362 0.763 3.918
N 4.001 0.284 1.394
N -0.625 6.066 0.679
N 0.203 -3.057 0.018
N 1.064 5.790 -0.774
N 2.237 -0.750 0.535
N 0.655 -0.201 2.880
N -0.062 0.959 0.322
C -3.863 -0.358 -1.279
C -2.788 -1.982 0.688
C -0.951 -2.558 -3.405
C -0.776 3.114 1.050
C 1.144 9.474 -0.681
C 0.690 1.565 -0.631
C 0.081 9.657 0.204
C -0.170 -3.418 -1.233
C -1.935 -1.129 -0.012
C -1.235 -1.374 -4.280
C 2.221 -4.006 0.969
C 0.683 -3.946 1.076
C 0.173 -5.398 1.143
C -1.049 -4.917 -2.956
C -0.608 8.582 0.738
C -0.795 1.751 1.131
C 0.869 7.119 -0.570
C 4.351 -0.159 0.141
C 2.695 -0.082 1.601
C -0.496 -4.709 -1.706
C -1.332 -6.325 -3.392
C -0.203 7.322 0.342
C 0.789 2.915 -0.768
C -4.148 -2.039 0.426
C 1.295 0.772 4.781
C 0.295 -3.326 2.429
C 0.049 3.762 0.095
C 3.257 -0.792 -0.362
C -4.663 -1.233 -0.571
C -1.339 -3.840 -3.784
C 0.169 5.170 -0.020
C 1.929 0.166 2.761
C 1.556 8.218 -1.080
C -2.509 -0.312 -0.992
C 0.265 0.167 4.119
C -0.317 -2.378 -2.194
H -0.373 -0.710 -4.328
H -0.356 -5.578 -1.096
H -2.069 -0.814 -3.855
H 2.387 8.076 -1.753
H 0.405 -5.769 2.141
H -1.833 -4.005 -4.731
H 0.085 -1.396 -1.958
H -0.732 -0.025 4.464
H 2.512 -4.358 -0.019
H -1.373 3.692 1.742
H 4.568 0.859 1.990
H 3.155 -1.278 -1.314
H 0.672 -6.059 0.439
H -2.386 -2.612 1.470
H 0.339 -2.238 2.371
H -1.405 5.833 1.269
H 1.237 0.906 -1.296
H 3.265 1.164 4.103
H -4.810 -2.682 0.988
H -1.405 1.245 1.868
H -1.419 8.721 1.441
H 1.417 3.367 -1.521
H 1.371 1.170 5.772
H -0.718 -3.622 2.694
H -4.301 0.282 -2.031
H -0.407 -6.901 -3.402
H 2.645 -3.022 1.130
H -1.896 0.390 -1.548
H -0.905 -5.450 1.010
H -0.200 10.659 0.494
H 5.321 0.020 -0.279
H 2.626 -4.685 1.716
H 0.969 -3.668 3.213
H -1.765 -6.350 -4.389
H -2.013 -6.813 -2.696
H -1.508 -1.676 -5.289
H 1.664 10.345 -1.051
*
```

Values from the calculation:
E_LUMO (alpha / beta), eV: -0.2 / -1.7
Frontier orbital gap (alpha / beta), eV: 4.06 / 5.29
M, g/mol: 795.8
HOMO energy (alpha / beta), eV: -4.23 / -6.99
<S²>: 2.0568

Formally, the Löwdin partial charges of the atoms, in units of the elementary charge, are as follows: number 1, Pt, carries 1.103; number 2, F, carries 0.036; number 3, N, carries 0.119; number 4, N, carries 0.134; number 5, N, carries 0.151; number 6, N, carries -0.029; number 7, N, carries 0.147; number 8, N, carries -0.029; number 9, N, carries 0.062; number 10, N, carries -0.203; number 11, C, carries -0.019; number 12, C, carries -0.110; number 13, C, carries -0.251; number 14, C, carries -0.034; number 15, C, carries -0.123; number 16, C, carries -0.185; number 17, C, carries -0.125; number 18, C, carries -0.247; number 19, C, carries -0.308; number 20, C, carries -0.032; number 21, C, carries -0.027; number 22, C, carries -0.577; number 23, C, carries -0.056; number 24, C, carries -0.261; number 25, C, carries -0.045; number 26, C, carries -0.171; number 27, C, carries -0.251; number 28, C, carries -0.061; number 29, C, carries -0.238; number 30, C, carries 0.031; number 31, C, carries -0.046; number 32, C, carries -0.209; number 33, C, carries -0.030; number 34, C, carries -0.024; number 35, C, carries -0.070; number 36, C, carries -0.062; number 37, C, carries -0.187; number 38, C, carries -0.129; number 39, C, carries -0.288; number 40, C, carries 0.015; number 41, C, carries -0.300; number 42, C, carries -0.261; number 43, C, carries -0.034; number 44, C, carries -0.127; number 45, C, carries -0.121; number 46, C, carries -0.012; number 47, H, carries 0.085; number 48, H, carries 0.082; number 49, H, carries 0.073; number 50, H, carries 0.101; number 51, H, carries 0.088; number 52, H, carries 0.119; number 53, H, carries 0.079; number 54, H, carries 0.111; number 55, H, carries 0.088; number 56, H, carries 0.091; number 57, H, carries 0.156; number 58, H, carries 0.118; number 59, H, carries 0.075; number 60, H, carries 0.077; number 61, H, carries 0.016; number 62, H, carries 0.143; number 63, H, carries 0.083; number 64, H, carries 0.152; number 65, H, carries 0.112; number 66, H, carries 0.100; number 67, H, carries 0.100; number 68, H, carries 0.099; number 69, H, carries 0.109; number 70, H, carries 0.077; number 71, H, carries 0.115; number 72, H, carries 0.083; number 73, H, carries 0.053; number 74, H, carries 0.096; number 75, H, carries 0.091; number 76, H, carries 0.090; number 77, H, carries 0.115; number 78, H, carries 0.088; number 79, H, carries 0.091; number 80, H, carries 0.075; number 81, H, carries 0.083; number 82, H, carries 0.077; number 83, H, carries 0.090

Formula: H16O8
Source: the Open Molecules 2025 dataset
Level of theory: ωB97M-V/def2-TZVPD

The geometry in ORCA input format:
```
! RIJCOSX wB97M-V def2-TZVPD def2/J DEFGRID3
* xyz 0 1
O -7.921 -11.649 -19.446
O -8.250 -13.058 -21.240
O -10.800 -10.203 -23.019
O -10.074 -14.994 -21.482
O -11.441 -12.364 -23.439
O -11.054 -9.577 -20.100
O -9.226 -13.336 -23.284
O -10.093 -11.719 -21.442
H -11.179 -9.453 -22.560
H -10.109 -12.966 -23.303
H -8.578 -11.003 -19.706
H -9.664 -12.108 -22.205
H -11.878 -9.271 -19.721
H -7.709 -13.677 -20.749
H -9.767 -12.227 -20.699
H -12.384 -12.223 -23.360
H -11.126 -10.532 -20.091
H -11.061 -11.845 -22.730
H -10.146 -10.550 -22.412
H -9.692 -14.176 -21.802
H -9.313 -14.186 -23.716
H -7.921 -13.111 -22.137
H -9.387 -15.385 -20.942
H -7.822 -12.213 -20.212
*
```

Values from the calculation:
E_LUMO, eV: 0.1
Frontier orbital gap, eV: 10.66
M, g/mol: 144.1
SMILES: O.O.O.O.O.O.O.O
HOMO energy, eV: -10.53

Formally, the natural (NBO) partial charges of the atoms, in units of the elementary charge, are as follows: number 1, O, carries -0.979; number 2, O, carries -0.950; number 3, O, carries -0.963; number 4, O, carries -0.963; number 5, O, carries -0.971; number 6, O, carries -0.947; number 7, O, carries -1.005; number 8, O, carries -0.984; number 9, H, carries 0.482; number 10, H, carries 0.491; number 11, H, carries 0.461; number 12, H, carries 0.488; number 13, H, carries 0.471; number 14, H, carries 0.491; number 15, H, carries 0.523; number 16, H, carries 0.499; number 17, H, carries 0.476; number 18, H, carries 0.486; number 19, H, carries 0.471; number 20, H, carries 0.479; number 21, H, carries 0.511; number 22, H, carries 0.527; number 23, H, carries 0.453; number 24, H, carries 0.455

Formula: C3H9S
Source: the Open Molecules 2025 dataset
Level of theory: ωB97M-V/def2-TZVPD

The geometry in ORCA input format:
```
! RIJCOSX wB97M-V def2-TZVPD def2/J DEFGRID3
* xyz -1 1
S -2.993 0.927 -0.634
C 1.577 0.555 -0.938
C 1.471 0.047 0.505
C -2.463 -0.586 0.438
H 2.468 -0.048 0.980
H 1.010 -0.974 0.581
H -1.493 -0.887 0.031
H 0.654 1.065 -1.248
H 1.874 -0.267 -1.568
H 2.421 1.280 -1.069
H 0.919 0.731 1.164
H -3.015 -1.538 0.253
H -2.430 -0.305 1.504
*
```

Values from the calculation:
E_LUMO, eV: 3.9
Frontier orbital gap, eV: 5.95
M, g/mol: 77.2
HOMO energy, eV: -2.09

Formally, the natural (NBO) partial charges of the atoms, in units of the elementary charge, are as follows: number 1, S, carries -0.776; number 2, C, carries -0.616; number 3, C, carries -0.606; number 4, C, carries -0.732; number 5, H, carries 0.177; number 6, H, carries 0.206; number 7, H, carries 0.173; number 8, H, carries 0.246; number 9, H, carries 0.191; number 10, H, carries 0.180; number 11, H, carries 0.216; number 12, H, carries 0.165; number 13, H, carries 0.176

Formula: C2H4O2
Source: the Open Molecules 2025 dataset
Level of theory: ωB97M-V/def2-TZVPD

The geometry in ORCA input format:
```
! RIJCOSX wB97M-V def2-TZVPD def2/J DEFGRID3
* xyz 0 1
O 0.652 -0.190 -0.391
O -0.480 0.440 2.283
C -1.255 0.429 1.360
C 1.231 -0.399 -1.424
H -1.359 -0.553 0.866
H 1.823 0.387 -1.907
H 1.245 -1.419 -1.853
H -1.856 1.304 1.066
*
```

Values from the calculation:
E_LUMO, eV: 0.6
Frontier orbital gap, eV: 10.17
M, g/mol: 60.1
SMILES: C=O.C=O
HOMO energy, eV: -9.59

Formally, the natural (NBO) partial charges of the atoms, in units of the elementary charge, are as follows: number 1, O, carries -0.506; number 2, O, carries -0.511; number 3, C, carries 0.276; number 4, C, carries 0.284; number 5, H, carries 0.121; number 6, H, carries 0.114; number 7, H, carries 0.111; number 8, H, carries 0.111

Formula: C5H6O2
Source: the Open Molecules 2025 dataset
Level of theory: ωB97M-V/def2-TZVPD

The geometry in ORCA input format:
```
! RIJCOSX wB97M-V def2-TZVPD def2/J DEFGRID3
* xyz 0 1
O -0.213 -1.445 -1.824
O -1.085 1.194 -1.936
C 0.546 -0.017 1.138
C 0.008 0.133 -0.050
C 1.175 -0.448 2.197
C 0.473 -0.956 -0.951
C -1.091 1.069 -0.537
H -1.195 0.300 -2.295
H -0.929 2.073 -0.134
H 0.753 -1.259 2.787
H 2.132 -0.038 2.506
H 1.493 -1.326 -0.732
H -2.068 0.721 -0.169
*
```

Values from the calculation:
E_LUMO, eV: 0.4
Frontier orbital gap, eV: 10.35
M, g/mol: 98.1
SMILES: C=C=C(C=O)CO
HOMO energy, eV: -9.94

Formally, the natural (NBO) partial charges of the atoms, in units of the elementary charge, are as follows: number 1, O, carries -0.553; number 2, O, carries -0.710; number 3, C, carries 0.157; number 4, C, carries -0.246; number 5, C, carries -0.472; number 6, C, carries 0.437; number 7, C, carries -0.071; number 8, H, carries 0.487; number 9, H, carries 0.199; number 10, H, carries 0.233; number 11, H, carries 0.234; number 12, H, carries 0.127; number 13, H, carries 0.178

Formula: C5H9N3
Source: the Open Molecules 2025 dataset
Level of theory: ωB97M-V/def2-TZVPD

The geometry in ORCA input format:
```
! RIJCOSX wB97M-V def2-TZVPD def2/J DEFGRID3
* xyz 0 1
N -0.210 -1.227 -0.718
N 0.794 -0.221 -0.599
N 2.916 0.385 0.147
C 2.075 -0.484 -0.290
C -0.828 -0.027 1.215
C -1.345 -0.645 -0.222
C -1.282 0.848 -0.714
C -0.032 0.754 0.035
H -1.339 1.112 -1.810
H -1.964 1.457 -0.192
H 2.370 1.409 -0.027
H -2.326 -1.210 -0.014
H -0.262 -0.953 1.744
H 2.307 -1.565 -0.422
H -1.534 0.618 1.741
H 0.070 -1.963 0.009
H 0.591 1.711 0.117
*
```

Values from the calculation:
E_LUMO, eV: 0.8
Frontier orbital gap, eV: 9.03
M, g/mol: 111.1
HOMO energy, eV: -8.18

Formally, the natural (NBO) partial charges of the atoms, in units of the elementary charge, are as follows: number 1, N, carries -0.443; number 2, N, carries -0.303; number 3, N, carries -0.666; number 4, C, carries 0.266; number 5, C, carries -0.442; number 6, C, carries -0.056; number 7, C, carries -0.419; number 8, C, carries -0.050; number 9, H, carries 0.221; number 10, H, carries 0.212; number 11, H, carries 0.312; number 12, H, carries 0.234; number 13, H, carries 0.197; number 14, H, carries 0.173; number 15, H, carries 0.222; number 16, H, carries 0.338; number 17, H, carries 0.205

Formula: C6H14B4F5O4
Source: the Open Molecules 2025 dataset
Level of theory: ωB97M-V/def2-TZVPD

The geometry in ORCA input format:
```
! RIJCOSX wB97M-V def2-TZVPD def2/J DEFGRID3
* xyz -1 1
F -1.648 0.531 3.251
F 3.162 0.938 -4.883
F 1.635 -0.628 -4.146
F 1.005 1.578 -4.367
F 1.416 0.302 -6.241
O -2.184 -2.504 0.841
O 2.178 0.637 -1.352
O -1.402 -0.307 0.530
O -1.844 -1.673 -1.335
C -0.196 0.305 -1.678
C -0.607 -1.564 2.654
C -0.970 -0.589 3.777
C 0.811 2.592 -1.045
C 0.891 1.065 -0.891
C 0.215 -0.086 4.601
B -2.684 -2.266 -0.432
B 1.813 0.549 -4.910
B -1.160 -0.561 -0.834
B -1.444 -1.432 1.324
H 0.450 -1.470 2.387
H -3.823 -2.496 -0.690
H -0.752 -2.576 3.041
H 0.317 0.987 4.440
H 1.769 2.959 -1.406
H -0.805 1.006 -2.261
H 0.301 -0.299 -2.442
H 0.035 2.891 -1.748
H 1.148 -0.560 4.300
H 0.065 -0.249 5.668
H 2.594 0.089 -0.677
H -1.696 -1.074 4.434
H 0.596 3.070 -0.086
H 0.814 0.834 0.177
*
```

Values from the calculation:
E_LUMO, eV: 2.3
Frontier orbital gap, eV: 9.32
M, g/mol: 288.4
HOMO energy, eV: -7.01

Formally, the natural (NBO) partial charges of the atoms, in units of the elementary charge, are as follows: number 1, F, carries -0.379; number 2, F, carries -0.580; number 3, F, carries -0.586; number 4, F, carries -0.591; number 5, F, carries -0.585; number 6, O, carries -0.898; number 7, O, carries -0.710; number 8, O, carries -0.900; number 9, O, carries -0.883; number 10, C, carries -0.862; number 11, C, carries -0.806; number 12, C, carries 0.232; number 13, C, carries -0.627; number 14, C, carries 0.123; number 15, C, carries -0.650; number 16, B, carries 1.019; number 17, B, carries 1.350; number 18, B, carries 1.168; number 19, B, carries 1.173; number 20, H, carries 0.235; number 21, H, carries -0.118; number 22, H, carries 0.236; number 23, H, carries 0.236; number 24, H, carries 0.236; number 25, H, carries 0.263; number 26, H, carries 0.324; number 27, H, carries 0.210; number 28, H, carries 0.210; number 29, H, carries 0.209; number 30, H, carries 0.457; number 31, H, carries 0.156; number 32, H, carries 0.188; number 33, H, carries 0.148